Record 1
{"formula": "C5H11NO", "method": "ωB97M-V/def2-TZVPD", "species": ["C", "C", "N", "C", "C", "O", "C", "H", "H", "H", "H", "H", "H", "H", "H", "H", "H", "H"], "xyz": [[-2.1519, 0.4276, -0.8513], [-1.4289, -0.5270, 0.1156], [-0.0117, -0.1793, 0.3997], [0.5364, 0.3871, 1.6416], [0.8049, -0.4370, -0.6678], [0.3544, -0.9185, -1.6995], [2.2815, -0.1165, -0.5792], [-3.2366, 0.2685, -0.8025], [-1.8457, 0.2619, -1.8904], [-1.9488, 1.4711, -0.5996], [-1.4391, -1.5123, -0.3654], [-1.9651, -0.6155, 1.0660], [-0.2064, 0.4284, 2.4448], [1.3760, -0.2104, 2.0257], [0.9304, 1.4080, 1.5159], [2.6849, -0.4050, -1.5494], [2.7949, -0.6802, 0.2062], [2.4708, 0.9491, -0.4103]], "forces_ev_per_a": [[0.05, 0.08, 0.09], [-0.03, 0.05, 0.25], [0.03, -0.09, -0.49], [-0.05, 0.00, 0.01], [0.00, -0.02, -0.06], [0.15, 0.04, 0.10], [0.09, 0.00, -0.03], [0.21, 0.00, 0.09], [0.08, -0.01, 0.35], [-0.07, -0.02, 0.03], [0.13, 0.12, 0.32], [0.16, 0.19, -0.06], [-0.09, -0.13, -0.40], [-0.28, -0.02, -0.19], [-0.27, -0.21, -0.16], [0.11, 0.09, 0.16], [-0.14, 0.07, -0.05], [-0.10, -0.14, 0.03]], "lowdin_charge": [-0.08, -0.20, -0.10, -0.05, -0.52, 0.03, -0.01, 0.07, 0.07, 0.07, 0.11, 0.11, 0.09, 0.08, 0.09, 0.08, 0.08, 0.08], "e_homo_ev": -9.15, "molar_mass_g_mol": 101.1, "smiles": "CCN(C)C(C)=O", "relative_energy_kcal_mol": 13.06, "e_tot_ev": -8901.131, "orbital_gap_ev": 10.02}

Record 2
{"formula": "C5H11NO", "method": "ωB97M-V/def2-TZVPD", "species": ["C", "C", "C", "N", "C", "C", "O", "H", "H", "H", "H", "H", "H", "H", "H", "H", "H", "H"], "xyz": [[0.1598, 1.9684, -1.6644], [-0.4367, 1.2438, -0.4850], [-1.2522, 0.0150, -0.6408], [0.1236, -0.0547, -0.1622], [0.3147, -0.3547, 1.2534], [0.9025, -1.7529, 1.3779], [0.0937, -2.7032, 0.7201], [1.1406, 2.3843, -1.4073], [-0.4915, 2.7863, -1.9938], [0.2967, 1.2739, -2.4991], [-0.6938, 1.8749, 0.3717], [-1.4298, -0.3923, -1.6359], [-2.0513, -0.1671, 0.0788], [1.0175, 0.3757, 1.6746], [-0.6339, -0.2903, 1.8188], [1.9233, -1.7474, 0.9646], [0.9653, -2.0523, 2.4289], [0.0515, -2.4075, -0.2002]], "forces_ev_per_a": [[0.00, -0.01, -0.04], [-0.03, 0.20, 0.02], [-0.28, -0.03, -0.10], [0.09, 0.00, 0.08], [-0.01, 0.01, 0.16], [0.20, 0.22, 0.24], [-0.03, -0.04, -0.26], [-0.16, -0.03, -0.03], [0.11, -0.13, 0.05], [-0.01, 0.10, 0.11], [0.05, -0.16, -0.15], [0.04, 0.09, 0.17], [0.18, 0.01, -0.09], [-0.09, -0.11, -0.04], [0.20, 0.02, -0.13], [-0.17, -0.03, 0.04], [-0.03, 0.04, -0.13], [-0.06, -0.14, 0.11]], "lowdin_charge": [-0.06, -0.35, -0.11, -0.09, -0.20, -0.27, -0.07, 0.08, 0.08, 0.08, 0.14, 0.11, 0.11, 0.12, 0.12, 0.12, 0.12, 0.08], "e_homo_ev": -9.33, "molar_mass_g_mol": 101.1, "smiles": "C[C@H]1CN1CCO", "relative_energy_kcal_mol": 46.56, "e_tot_ev": -8899.678, "orbital_gap_ev": 10.47}

Record 3
{"formula": "C5H11NO", "method": "ωB97M-V/def2-TZVPD", "species": ["C", "C", "C", "N", "C", "C", "O", "H", "H", "H", "H", "H", "H", "H", "H", "H", "H", "H"], "xyz": [[0.4569, 1.2978, -0.7973], [-0.4492, 2.4709, -0.9462], [-0.0620, 0.3235, 0.3026], [0.3158, -1.0201, 0.2196], [-0.7435, -1.8966, 0.8051], [1.1774, -1.8675, -0.5858], [-0.7803, 0.8163, 1.2394], [1.4150, 1.7376, -0.3319], [0.8216, 0.9093, -1.8376], [-0.7470, 2.8575, -1.9702], [-1.3345, 2.1953, -0.3580], [0.1076, 3.2577, -0.3410], [-0.2500, -2.5948, 1.3618], [-1.3255, -1.2931, 1.6369], [-1.4883, -2.2121, 0.0604], [0.6544, -2.7745, -1.0111], [1.7520, -1.3625, -1.4569], [2.1490, -2.0786, 0.1240]], "forces_ev_per_a": [[3.07, -0.78, -0.66], [-0.57, 2.00, 0.86], [-0.33, 1.21, 0.41], [-3.20, -0.03, 0.74], [-1.75, 3.83, 1.46], [3.89, 1.12, -0.40], [2.27, -2.19, -3.10], [-1.02, -1.04, -0.71], [-0.87, -0.11, 2.09], [0.70, -0.73, 1.19], [-0.09, 0.69, -0.41], [-1.44, -0.24, -1.08], [0.93, -2.67, 0.97], [1.14, -0.99, -1.92], [0.56, -0.30, 0.14], [0.65, 1.01, 0.86], [-1.47, -0.37, 1.20], [-2.48, -0.43, -1.64]], "lowdin_charge": [-0.21, -0.14, -0.39, -0.16, -0.06, -0.10, -0.02, 0.13, 0.13, 0.09, 0.06, 0.09, 0.04, 0.12, 0.10, 0.09, 0.09, 0.13], "e_homo_ev": -9.17, "molar_mass_g_mol": 101.1, "smiles": "CCC(=O)N(C)C", "relative_energy_kcal_mol": 61.83, "e_tot_ev": -8899.016, "orbital_gap_ev": 9.96}

Record 4
{"formula": "C5H11NO", "method": "ωB97M-V/def2-TZVPD", "species": ["C", "C", "C", "N", "C", "O", "C", "H", "H", "H", "H", "H", "H", "H", "H", "H", "H", "H"], "xyz": [[1.2303, 0.6498, -2.0169], [0.8407, -0.6200, -1.2660], [1.1737, -0.5727, 0.2241], [0.4353, 0.4394, 0.9812], [-0.6760, 0.1543, 1.6997], [-1.2069, -1.0106, 1.4341], [-2.5134, 0.1546, 1.5854], [1.0065, 0.5646, -3.0854], [0.6874, 1.5190, -1.6293], [2.3047, 0.8512, -1.9183], [-0.2322, -0.8176, -1.3724], [1.3662, -1.4814, -1.6998], [0.9508, -1.5440, 0.6772], [2.2436, -0.3754, 0.3635], [0.9128, 1.2930, 1.2258], [-3.1333, -0.4678, 0.9278], [-2.5878, 1.1921, 1.2418], [-2.8021, 0.0716, 2.6275]], "forces_ev_per_a": [[0.00, 0.06, 0.00], [-0.04, -0.05, 0.00], [0.09, -0.13, -0.04], [-0.16, 0.08, 0.19], [0.59, -0.18, -0.18], [0.03, 0.30, 0.14], [-0.68, 0.00, -0.04], [0.02, 0.02, 0.16], [0.07, -0.11, -0.05], [-0.16, -0.03, -0.01], [0.14, 0.04, -0.01], [-0.09, 0.12, 0.07], [0.06, 0.12, -0.08], [-0.15, -0.02, -0.02], [-0.10, -0.12, -0.03], [0.13, 0.05, 0.07], [0.15, -0.19, 0.02], [0.10, 0.05, -0.18]], "lowdin_charge": [-0.12, -0.25, -0.21, 0.01, -0.31, -0.08, -0.01, 0.07, 0.07, 0.07, 0.11, 0.11, 0.11, 0.12, 0.12, 0.07, 0.06, 0.07], "e_homo_ev": -7.67, "molar_mass_g_mol": 101.1, "relative_energy_kcal_mol": 108.15, "e_tot_ev": -8897.008, "orbital_gap_ev": 8.62}

Record 5
{"formula": "C5H11NO", "method": "ωB97M-V/def2-TZVPD", "species": ["C", "C", "C", "N", "C", "C", "O", "H", "H", "H", "H", "H", "H", "H", "H", "H", "H", "H"], "xyz": [[0.9691, -0.1527, 0.8820], [0.6268, -0.1744, -2.0907], [0.4129, -1.1434, 1.8769], [-0.4003, -0.1515, -1.0420], [-0.3375, 0.6381, 0.0277], [-1.0469, 1.5286, 0.7041], [-1.7311, 0.4604, -1.8194], [-2.4368, -0.0811, -1.4291], [1.7165, -0.6074, 0.2342], [1.4510, 0.7012, 1.3655], [1.4119, -0.8871, -1.8260], [1.0480, 0.8204, -2.2518], [0.1757, -0.5257, -3.0193], [-0.7345, 1.8593, 1.6878], [-1.9644, 1.9232, 0.2876], [-0.1048, -1.9620, 1.3700], [1.2277, -1.5759, 2.4691], [-0.2832, -0.6698, 2.5735]], "forces_ev_per_a": [[-1.66, 2.37, -0.57], [-0.03, 0.27, 0.12], [0.01, -0.17, 0.17], [-4.39, 0.64, -3.56], [4.54, -1.97, 3.87], [-0.52, 0.06, -0.76], [1.99, -1.28, 0.72], [0.36, 0.02, -0.06], [-0.30, 0.07, -0.22], [0.10, -0.21, 0.19], [-0.13, 0.18, 0.11], [0.09, -0.05, -0.05], [-0.15, 0.07, 0.29], [0.07, -0.15, -0.16], [0.08, 0.12, 0.05], [0.01, 0.08, 0.05], [-0.10, -0.01, -0.07], [0.05, -0.04, -0.12]], "lowdin_charge": [-0.16, -0.06, -0.13, -0.08, -0.35, 0.04, -0.09, 0.07, 0.08, 0.09, 0.08, 0.10, 0.09, 0.06, 0.05, 0.07, 0.07, 0.07], "e_homo_ev": -8.66, "molar_mass_g_mol": 101.1, "smiles": "C=C(CC)N(C)O", "relative_energy_kcal_mol": 101.80, "e_tot_ev": -8897.283, "orbital_gap_ev": 9.59}

Record 6
{"formula": "C5H11NO", "method": "ωB97M-V/def2-TZVPD", "species": ["C", "N", "C", "C", "C", "C", "O", "H", "H", "H", "H", "H", "H", "H", "H", "H", "H", "H"], "xyz": [[0.2720, 1.2733, 1.3087], [-0.1083, 0.3388, 0.3581], [-1.1760, 0.5877, -0.5891], [-0.6836, 0.7575, -2.0550], [0.6456, -0.8160, 0.1616], [0.9513, -1.5581, 1.4815], [-0.2588, 2.3558, 1.5412], [1.1267, 0.8994, 2.1041], [-1.9091, 1.2554, -0.2439], [-1.7829, -0.2819, -0.8055], [0.0457, 1.5298, -2.2530], [-1.5197, 1.2712, -2.5884], [-0.3538, -0.1249, -2.6277], [0.1724, -1.6359, -0.4852], [1.5076, -0.5555, -0.4970], [-0.0046, -1.3939, 2.1471], [1.1109, -2.6239, 1.2300], [1.9645, -1.2789, 1.8125]], "forces_ev_per_a": [[0.34, -0.16, 2.01], [-1.53, 2.09, 0.94], [1.15, -1.45, -2.08], [-0.93, 2.08, -0.74], [1.42, -2.97, -1.41], [-0.32, -0.23, -0.43], [0.48, -1.33, -0.91], [-1.68, 0.55, -2.29], [-0.22, 1.66, 0.38], [-0.07, -1.00, 1.13], [0.82, 0.16, 0.63], [0.12, -0.99, 0.07], [-0.42, 0.07, 0.69], [-0.35, 1.70, 0.73], [0.15, -0.40, 0.85], [2.42, -0.46, -0.79], [-0.54, 0.34, 0.31], [-0.85, 0.35, 0.90]], "lowdin_charge": [-0.30, -0.15, -0.19, -0.09, -0.30, -0.10, 0.00, 0.17, 0.10, 0.11, 0.06, 0.08, 0.07, 0.14, 0.13, 0.13, 0.06, 0.06], "e_homo_ev": -9.20, "molar_mass_g_mol": 101.1, "smiles": "CCN(C=O)CC", "relative_energy_kcal_mol": 47.85, "e_tot_ev": -8899.622, "orbital_gap_ev": 10.07}

Record 7
{"formula": "C5H11NO", "method": "ωB97M-V/def2-TZVPD", "species": ["C", "C", "N", "C", "C", "C", "O", "H", "H", "H", "H", "H", "H", "H", "H", "H", "H", "H"], "xyz": [[-1.2484, 2.3155, -0.1037], [-0.0197, 1.4377, 0.1219], [-0.3908, 0.0709, 0.4387], [0.0608, -2.3190, 0.5352], [0.6531, -0.9196, 0.3645], [1.3802, -0.8706, -0.9740], [2.5704, -0.8686, -1.1069], [-1.5551, 2.2490, -1.1333], [-1.0294, 3.3617, 0.1038], [-2.1021, 2.0161, 0.5071], [0.6243, 1.8094, 0.9089], [0.5815, 1.5445, -0.7936], [-1.2751, -0.1949, 0.0265], [-0.7208, -2.2643, 1.2954], [-0.3860, -2.6720, -0.3910], [0.8048, -3.0307, 0.8779], [1.3944, -0.7230, 1.1452], [0.6580, -0.9419, -1.8225]], "forces_ev_per_a": [[0.10, -0.03, 0.45], [-0.12, 0.19, -0.40], [-0.32, 0.28, 0.06], [-0.06, 0.31, 0.33], [0.12, 0.00, -0.06], [-0.34, -0.61, 0.47], [0.06, 0.17, -0.27], [-0.21, -0.03, -0.48], [0.01, 0.01, 0.01], [0.14, 0.00, 0.18], [0.02, 0.18, 0.42], [0.12, -0.30, -0.02], [0.18, -0.17, -0.17], [0.00, -0.04, -0.03], [-0.06, -0.10, -0.14], [0.13, -0.08, -0.14], [-0.02, 0.02, 0.01], [0.26, 0.20, -0.21]], "lowdin_charge": [-0.09, -0.29, -0.05, -0.04, -0.40, -0.26, 0.07, 0.06, 0.07, 0.07, 0.11, 0.11, 0.11, 0.08, 0.08, 0.08, 0.15, 0.14], "e_homo_ev": -8.81, "molar_mass_g_mol": 101.1, "smiles": "CCN[C@@H](C)C=O", "relative_energy_kcal_mol": 31.03, "e_tot_ev": -8900.352, "orbital_gap_ev": 9.83}